A gas-phase ion, C6H12 (charge +1) at a distorted geometry, computed with ωB97M-V/def2-TZVPD.

The geometry in XYZ format:
```
18
Properties=species:S:1:pos:R:3
C -1.6223 -1.9434 -0.4536
C -1.3266 -0.4869 0.0011
C 0.0817 -0.0687 0.0571
C 1.0833 -0.8417 0.6426
C 0.3569 1.3399 -0.4442
C 1.5805 1.9903 0.1915
H -1.3318 -2.0516 -1.5198
H -2.7031 -2.0479 -0.3315
H -1.0866 -2.7234 0.0891
H -1.8895 0.0572 -0.7751
H -1.6749 -0.5155 1.0408
H 0.8763 -1.7626 1.1709
H 2.1083 -0.5119 0.7748
H -0.5789 1.8470 -0.2342
H 0.4715 1.2948 -1.5444
H 2.4945 1.4002 0.0810
H 1.4251 1.9768 1.2841
H 1.7358 3.0474 -0.0302
```

expectation value of S²	0.752
2S+1	2
E_LUMO (alpha / beta)	-4.71 / -8.46	eV
gap between HOMO and LUMO (alpha / beta)	11.467 / 7.977	eV
total charge	+1



A molecular structure, C6H12AsS7V at a distorted geometry, computed with ωB97M-V/def2-TZVPD.

The geometry in XYZ format:
```
27
Properties=species:S:1:pos:R:3
V 0.9406 0.4614 -1.0276
C -1.2158 1.8412 1.2661
C -0.4038 0.8970 2.1307
S 1.2086 0.4412 1.4712
C 1.2953 -1.3554 1.7868
C 0.2731 -2.1690 0.9990
S -0.1083 -1.5491 -0.6866
C -1.9340 -1.0070 -0.6017
C -2.1531 0.3605 -1.0495
S -0.9254 1.6393 -0.5791
H -0.8895 2.8637 1.3793
H -2.2747 1.9147 1.4262
H -1.0677 0.0072 2.2874
H -0.2485 1.4578 3.0836
H 1.2541 -1.6213 2.8558
H 2.2657 -1.6138 1.4074
H -0.6738 -2.1415 1.5539
H 0.5847 -3.1514 0.7036
H -2.2255 -1.2481 0.4320
H -2.3114 -1.7126 -1.3428
H -3.0794 0.7589 -0.6445
H -2.0397 0.4468 -2.0980
S 2.8188 2.8404 -3.6814
As 2.9881 0.9344 -3.0953
S 0.7548 0.4142 -3.2781
S 3.1433 0.8614 -0.6916
S 4.0234 -0.5709 -4.0070
```

expectation value of S²	2.034
2S+1	3
E_LUMO (alpha / beta)	-1.12 / -0.80	eV
gap between HOMO and LUMO (alpha / beta)	5.869 / 6.307	eV



C6H12BN in the gas phase at a distorted geometry, computed with ωB97M-V/def2-TZVPD.

The geometry in XYZ format:
```
20
Properties=species:S:1:pos:R:3
B -0.0730 -0.1536 0.0680
C 0.9191 -1.3387 0.0843
C 2.2175 -1.2080 -0.1587
C 2.1709 1.3865 0.1197
C 2.9147 0.0949 -0.1996
C -2.1244 1.2113 -0.0278
C -2.4501 -1.0527 -0.0774
N -1.4385 -0.0744 0.0149
H 0.4589 -2.3034 0.1425
H 2.8252 -2.0141 -0.1299
H 1.6438 1.8125 -0.8082
H 1.6968 1.6279 1.0235
H 3.8876 0.0855 0.3240
H 3.3142 0.1448 -1.3064
H -1.3671 1.9760 -0.0851
H -2.7152 1.3882 -0.8332
H -2.7767 1.4270 0.9227
H -2.1581 -1.9698 0.4078
H -3.4397 -0.7886 0.2266
H -2.6435 -1.1787 -1.1887
```

expectation value of S²	2.007
2S+1	3
E_LUMO (alpha / beta)	0.81 / -0.21	eV
gap between HOMO and LUMO (alpha / beta)	6.393 / 8.745	eV



3 unconnected molecules or ions with the total composition C6H12Br6 at a distorted geometry, computed with ωB97M-V/def2-TZVPD.

The geometry in XYZ format:
```
24
Properties=species:S:1:pos:R:3
Br 4.3350 4.4725 0.4218
C 2.7052 4.5870 1.5359
C 3.1518 5.0753 2.8999
Br 1.6437 5.2979 4.1294
H 2.3392 3.5606 1.5618
H 2.0079 5.2946 1.0873
H 3.6495 6.0369 2.7749
H 3.8188 4.3254 3.3253
Br -4.1231 -6.1603 -0.7867
C -4.1556 -4.3709 -1.6953
C -2.7447 -3.7709 -1.6051
Br -1.3552 -4.8584 -2.6130
H -4.9539 -3.7826 -1.2430
H -4.4336 -4.5024 -2.7410
H -2.4057 -3.8648 -0.5734
H -2.7557 -2.7327 -1.9369
Br -1.3084 -0.8898 0.9546
C 0.0826 -1.3231 -0.4865
C 0.7648 -0.0017 -1.0318
Br 1.6236 1.0518 0.3874
H -0.3073 -2.0976 -1.1470
H 0.8229 -1.9224 0.0435
H 0.0656 0.7118 -1.4678
H 1.5323 -0.1364 -1.7941
```

expectation value of S²	0.755
2S+1	2
E_LUMO (alpha / beta)	-3.70 / -10.19	eV
gap between HOMO and LUMO (alpha / beta)	8.451 / 1.959	eV
total charge	+1



3 unconnected molecules or ions with the total composition C6H12Br6 at a distorted geometry, computed with ωB97M-V/def2-TZVPD.

The geometry in XYZ format:
```
24
Properties=species:S:1:pos:R:3
Br -2.6015 -1.2283 1.4693
C -1.0193 -2.0323 0.6605
C -0.5491 -1.1422 -0.6049
Br -0.6798 0.8112 -0.2316
H -1.3692 -3.0362 0.4201
H -0.1451 -2.0538 1.3112
H -1.2912 -1.3471 -1.3765
H 0.4802 -1.2921 -0.9307
Br 5.3138 0.5388 -3.2967
C 4.4419 -1.3012 -3.0538
C 3.0014 -1.0711 -3.4105
Br 1.9717 -2.7968 -3.5435
H 4.4902 -1.5455 -1.9926
H 4.9161 -2.1886 -3.4728
H 2.9037 -0.6293 -4.4021
H 2.5051 -0.4395 -2.6736
Br -0.7164 3.7609 3.2273
C -2.6353 3.3567 3.4146
C -2.9682 1.9033 2.9214
Br -4.7935 1.2963 3.0756
H -3.1184 4.1497 2.8437
H -3.0169 3.4305 4.4330
H -2.3794 1.0914 3.3483
H -2.7406 1.7653 1.8643
```

expectation value of S²	0.756
2S+1	2
E_LUMO (alpha / beta)	-3.96 / -9.78	eV
gap between HOMO and LUMO (alpha / beta)	8.698 / 2.883	eV
total charge	+1



2 unconnected molecules or ions with the total composition C6H12BrF at a distorted geometry, computed with ωB97M-V/def2-TZVPD.

The geometry in XYZ format:
```
20
Properties=species:S:1:pos:R:3
C 0.8620 1.7602 -1.3681
C 0.7242 1.4570 1.1561
C -0.6832 -1.7529 0.3740
C -1.0307 -0.8872 -2.0211
C 0.9070 0.8740 -0.2126
C -1.0251 -0.5905 -0.4293
F 1.6731 -0.2312 -0.3389
Br -2.4852 0.4992 0.3433
H 0.9564 1.2427 -2.3555
H -0.1082 2.3445 -1.3108
H 1.5140 2.6312 -1.1741
H 1.0327 2.4674 1.1133
H 1.0839 0.8586 2.0049
H -0.3654 1.6303 1.1861
H -1.2477 -2.6115 -0.0697
H -0.7543 -1.7985 1.4548
H 0.3362 -1.9205 0.1411
H -2.0963 -0.7436 -2.2089
H -0.5406 -0.0550 -2.5811
H -0.7716 -1.9270 -2.0589
```

E_LUMO (alpha / beta)	0.75 / 0.75	eV
gap between HOMO and LUMO (alpha / beta)	8.046 / 8.063	eV



2 unconnected molecules or ions with the total composition C6H12BrN2S at a distorted geometry, computed with ωB97M-V/def2-TZVPD.

The geometry in XYZ format:
```
22
Properties=species:S:1:pos:R:3
C 3.4321 -0.4076 -0.2030
C 2.4719 0.4405 0.2623
C 2.6006 -2.4964 0.5219
C 4.6932 -2.3861 -0.6282
C -4.0786 2.3236 -0.7919
C -4.5035 0.6052 0.9215
N 3.4846 -1.7876 -0.0454
N -3.7401 1.7109 0.4488
S 1.0571 0.1253 1.1260
Br 2.7636 2.2996 -0.1397
H 4.2642 0.0104 -0.7492
H 2.6047 -3.5535 0.6875
H 4.7424 -3.4459 -0.3833
H 4.6654 -2.2692 -1.7144
H 5.5797 -1.8847 -0.2341
H -4.2074 1.5551 -1.5546
H -5.0176 2.8939 -0.7352
H -3.2882 3.0089 -1.0926
H -4.6360 -0.1180 0.1165
H -3.9897 0.1311 1.7564
H -5.5032 0.9066 1.2674
H -3.3952 2.3377 1.1633
```

E_LUMO (alpha / beta)	-7.65 / -7.49	eV
gap between HOMO and LUMO (alpha / beta)	2.484 / 3.115	eV
total charge	+1



A molecular structure, C6H12BrN2Tc at a distorted geometry, computed with ωB97M-V/def2-TZVPD.

The geometry in XYZ format:
```
22
Properties=species:S:1:pos:R:3
C 3.3884 0.3548 -2.0011
Tc 1.2011 0.2183 0.0097
N 0.3689 1.7867 -1.0667
H 1.3301 -1.3145 -0.6531
H 2.4486 -0.2039 -2.0472
H 4.1353 -0.4488 -2.0599
H 3.5291 0.9142 -1.0527
H 3.3180 1.0530 -2.8530
H -0.0828 2.4533 -0.4235
H -0.4184 1.5644 -1.7246
H 0.9998 2.3819 -1.6325
Br -1.9333 -0.6393 4.4818
C -1.7895 -0.7380 2.6117
C -2.9091 -1.0258 1.8383
C -2.7394 -1.0655 0.4775
C -1.5126 -0.7937 -0.1218
N -0.4898 -0.4926 0.7269
C -0.5548 -0.4785 2.0398
H -3.8815 -1.2044 2.3015
H -3.5349 -1.2791 -0.2287
H -1.2406 -0.7991 -1.1929
H 0.3674 -0.2433 2.5705
```

expectation value of S²	3.766
2S+1	4
E_LUMO (alpha / beta)	-3.41 / -4.01	eV
gap between HOMO and LUMO (alpha / beta)	7.700 / 7.172	eV
total charge	+1



C6H12BrN3 in the gas phase at a distorted geometry, computed with ωB97M-V/def2-TZVPD.

The geometry in XYZ format:
```
22
Properties=species:S:1:pos:R:3
C 2.0426 0.4611 -1.5610
C 1.5116 0.1808 -0.1741
C -1.9981 1.0758 -0.7884
C 1.8637 -1.3646 -0.0661
C 0.0104 0.9554 1.6554
C -1.3261 -1.2048 -0.1667
N 2.5465 0.5170 -2.6029
N 0.2684 0.7598 0.2106
N -0.9381 0.1932 -0.4037
Br -3.4569 1.4758 0.9068
H 2.1583 0.7162 0.5193
H -2.7066 0.6476 -1.4543
H 1.3610 -1.9104 0.7695
H 2.9525 -1.3185 -0.1333
H 1.4860 -1.9444 -0.9934
H 0.5080 1.9580 1.9906
H -1.0278 1.1178 1.7235
H 0.4408 0.2093 2.1478
H -0.5589 -1.6135 0.5936
H -2.3792 -1.3317 -0.0522
H -1.1785 -1.6453 -1.0913
H -1.5797 2.0654 -1.0297
```

expectation value of S²	2.007
2S+1	3
E_LUMO (alpha / beta)	0.47 / -3.01	eV
gap between HOMO and LUMO (alpha / beta)	5.884 / 6.543	eV



3 unconnected molecules or ions with the total composition C6H12Cl6, computed with ωB97M-V/def2-TZVPD.

The geometry in XYZ format:
```
24
Properties=species:S:1:pos:R:3
Cl 1.8443 3.6512 -2.0022
C 0.3208 4.4192 -1.5431
C 0.3166 4.8470 -0.1058
Cl 0.4648 3.4672 1.0132
H -0.4868 3.7229 -1.7523
H 0.2012 5.3132 -2.1549
H -0.6039 5.3658 0.1454
H 1.1749 5.4805 0.1043
Cl 0.3918 -1.3228 0.4051
C 1.7304 -0.1576 0.3587
C 2.0442 0.3088 -1.0337
Cl 2.5302 -1.0440 -2.0931
H 2.5837 -0.6140 0.8542
H 1.4010 0.6820 0.9698
H 2.8558 1.0314 -1.0008
H 1.1836 0.7922 -1.4877
Cl -1.8971 -5.8964 -0.3467
C -2.0828 -5.2327 1.2781
C -2.2922 -3.7460 1.2832
Cl -3.7398 -3.2368 0.3641
H -1.1608 -5.4297 1.8289
H -2.8883 -5.7662 1.7764
H -1.4441 -3.2356 0.8368
H -2.4474 -3.3996 2.3022
```

E_LUMO	0.61	eV
gap between HOMO and LUMO	11.198	eV



A molecular structure, C6H12ClN2Ni at a distorted geometry, computed with ωB97M-V/def2-TZVPD.

The geometry in XYZ format:
```
22
Properties=species:S:1:pos:R:3
C -1.6881 2.4889 -0.2766
Ni 0.3820 -1.3615 0.4716
N 1.5942 -2.0502 -0.8942
H -0.7017 -0.7714 -0.6085
H 2.5482 -1.7221 -0.7354
H -1.1689 3.0381 -1.1320
H -2.3002 3.1817 0.3552
H -1.0435 2.0910 0.5205
H -2.0033 1.4670 -0.7188
H 1.3494 -2.9246 -0.4663
H 1.2639 -1.9654 -1.8386
Cl 3.0629 1.0848 4.6406
C 1.9271 0.0494 3.9105
C 1.2404 -0.9556 4.6198
C 0.3170 -1.8286 4.0219
C 0.0366 -1.6307 2.6876
N 0.7267 -0.6283 2.0170
C 1.6826 0.1768 2.5526
H 1.4929 -1.0712 5.6578
H -0.2105 -2.6284 4.5505
H -0.6868 -2.2105 2.0764
H 2.1520 0.9017 1.8878
```

expectation value of S²	2.025
2S+1	3
E_LUMO (alpha / beta)	3.39 / 3.37	eV
gap between HOMO and LUMO (alpha / beta)	4.085 / 6.007	eV
total charge	-1



2 unconnected molecules or ions with the total composition C6H12ClN3 at a distorted geometry, computed with ωB97M-V/def2-TZVPD.

The geometry in XYZ format:
```
22
Properties=species:S:1:pos:R:3
C -1.0795 2.8165 1.5952
C -0.4047 1.8524 1.8454
C 1.0551 0.1039 -1.5012
C 0.8479 -2.0308 -0.2089
C -1.9941 3.8612 1.3734
C -0.1774 -2.4175 0.8760
N 1.3670 -2.9553 -0.9464
N 0.7085 -0.2827 -2.7066
N 0.9175 -0.6336 -0.3716
Cl 0.4636 0.5893 2.4119
H 0.7939 1.2086 -1.4126
H -2.9784 3.6589 1.1276
H -2.0721 4.6910 2.2246
H -1.4582 4.3369 0.5073
H -0.5144 -3.4881 0.7662
H -1.0469 -1.7739 0.7307
H 0.2875 -2.1698 1.8187
H 1.1310 -3.8511 -0.5096
H 1.9762 -2.7404 -1.7279
H 0.7381 0.4646 -3.3766
H 0.7820 -1.2351 -3.0279
H 0.6575 -0.0049 0.5124
```

E_LUMO	-9.55	eV
gap between HOMO and LUMO	6.216	eV
total charge	+2



Number 1: E_tot -235.44684 a.u.. Number 2: E_tot -6202.90159 a.u.. Number 3: E_tot -315.22213 a.u.. Number 4: E_tot -15679.50163 a.u.. Number 5: E_tot -15679.50629 a.u.. Number 6: E_tot -2909.56050 a.u.. Number 7: E_tot -3317.05591 a.u.. Number 8: E_tot -2999.77625 a.u.. Number 9: E_tot -2973.83737 a.u.. Number 10: E_tot -2996.97474 a.u.. Number 11: E_tot -2313.69036 a.u.. Number 12: E_tot -859.52384 a.u..